No. 1
DFT (ωB97M-V/def2-TZVPD) results for a 2-piece molecular cluster, C5H13NO2 overall.

Results
2S+1 ... 1
Charge ... 0
Energy ... -10979.9590 eV
Orbital gap ... 9.996 eV

```
21
C5H13NO2 (ωB97M-V/def2-TZVPD)
C -0.31127 1.88111 -0.67718
C 0.49239 0.91771 0.20763
N 0.14443 1.03656 1.60590
C 0.39775 -0.49464 -0.38317
C 1.31757 -1.47323 0.33388
C 2.03021 -2.41804 -0.65840
O 1.66625 -3.49840 -1.01406
H -1.37312 1.93684 -0.44401
H -0.37803 1.68311 -1.76198
H 0.16527 2.86254 -0.79418
H 1.54565 1.20935 0.10254
H -0.62478 0.43297 1.86850
H -0.04891 1.99125 1.87034
H -0.62367 -0.85386 -0.52055
H 0.72457 -0.35144 -1.41964
H 2.08964 -0.89071 0.84333
H 0.87187 -2.13611 1.07577
H 2.94490 -1.92120 -1.07989
O -3.62621 -0.19027 0.50460
H -3.64340 0.75244 0.72045
H -3.76113 -0.47597 -0.37990
```

***

No. 2
DFT (ωB97M-V/def2-TZVPD) results for a 2-piece molecular cluster, C5H13NO2 overall.

Results
2S+1 ... 2
Charge ... +1
Energy ... -10969.7788 eV
Orbital gap (alpha / beta) ... 9.488 / 4.064 eV

```
21
C5H13NO2 (ωB97M-V/def2-TZVPD)
O -2.17690 -1.21785 1.87318
C -1.18604 -1.17078 1.14320
C -1.15553 -0.21995 -0.00211
C 0.27883 -0.13471 -0.58345
C 1.40726 -0.14244 0.51133
C 1.12229 1.18249 1.27317
N 1.80195 2.40526 0.80869
H -0.62616 -2.02866 1.16565
H -1.65548 0.77797 0.28039
H -1.93652 -0.70289 -0.67729
H 0.32627 -1.05238 -1.18575
H 0.36571 0.66272 -1.29931
H 1.51366 -1.00803 1.16829
H 2.30757 -0.29856 -0.16214
H -0.02695 1.43926 1.34218
H 1.52372 0.92216 2.37766
H 2.74815 2.48830 0.98908
H 1.45599 2.59935 -0.15015
H -2.21852 -0.89065 -3.33417
H -2.19280 -2.20805 -2.79832
O -1.67647 -1.40256 -2.74013
```

***

No. 3
DFT (ωB97M-V/def2-TZVPD) results for a 2-piece molecular cluster, C5H13NO2S overall.

Results
2S+1 ... 1
Charge ... 0
Energy ... -21816.0636 eV
Orbital gap ... 9.385 eV

```
22
C5H13NO2S (ωB97M-V/def2-TZVPD)
C -0.28821 -1.27593 1.89355
C 0.58816 -0.67741 0.79803
C -0.31637 -0.45773 -0.44389
C 0.38944 0.27733 -1.57528
S 0.90607 -0.88302 -2.92065
N 1.08047 0.61078 1.29010
C 2.38220 0.98217 1.25693
O 2.80741 2.02532 1.67894
H -0.93629 -2.08464 1.55233
H 0.25825 -1.73531 2.72693
H -0.89986 -0.52434 2.39574
H 1.47981 -1.24272 0.54061
H -0.65072 -1.41469 -0.84038
H -1.17509 0.06149 -0.02305
H 1.33398 0.76421 -1.36960
H -0.30567 0.99110 -2.01451
H 0.27534 -0.44370 -4.00790
H 0.37670 1.26445 1.61616
H 2.97573 0.17753 0.79039
O -3.10794 1.06448 -1.30377
H -3.20569 1.85021 -0.79724
H -3.96771 0.67042 -1.24344
```

***

No. 4
DFT (ωB97M-V/def2-TZVPD) results for a 2-piece molecular cluster, C5H13NO3 overall.

Results
2S+1 ... 1
Charge ... 0
Energy ... -13024.9791 eV
Orbital gap ... 9.824 eV

```
22
C5H13NO3 (ωB97M-V/def2-TZVPD)
C 8.10062 -7.90990 -16.11816
N 6.82328 -7.60431 -16.85167
O 6.26223 -8.54862 -17.37128
O 6.42963 -6.45530 -16.85108
H 8.69424 -8.51643 -16.78962
H 7.84488 -8.38888 -15.17723
H 8.53490 -6.95063 -15.85099
C 9.21948 -6.68966 -19.53620
C 8.02814 -5.75226 -19.57070
O 8.13257 -5.01624 -20.77191
C 6.96024 -4.27816 -21.04057
C 7.25172 -3.26585 -22.11014
H 9.41414 -7.12162 -18.55008
H 9.06854 -7.49424 -20.25199
H 10.13148 -6.12935 -19.74290
H 7.06121 -6.27855 -19.53520
H 7.98323 -5.08391 -18.69664
H 6.16457 -4.98646 -21.31907
H 6.52643 -3.81608 -20.14410
H 7.70604 -3.68872 -23.00938
H 7.88737 -2.46265 -21.73665
H 6.38097 -2.76232 -22.54440
```

***

No. 5
DFT (ωB97M-V/def2-TZVPD) results for C5H13NO4S2 as an isolated structure.

Results
2S+1 ... 1
Charge ... 0
Energy ... -36742.2878 eV
Orbital gap ... 8.477 eV

```
25
C5H13NO4S2 (ωB97M-V/def2-TZVPD)
O 0.07637 -2.34776 1.27255
O -1.85603 -2.56578 -0.32548
O -1.76123 -0.17456 1.28086
O -2.04549 0.87316 -0.95886
C -0.09504 -0.89589 -0.87689
C -0.71274 2.38836 1.19606
C 0.59660 1.91458 -0.80289
C 1.07102 0.73916 1.21075
C 0.52598 -3.42840 -1.20205
N 0.01894 1.36195 0.41535
S -0.42859 -2.39588 -0.10048
S -1.17118 0.15627 -0.02040
H -0.11096 -0.77571 -1.97133
H -0.00834 3.18159 1.48796
H -1.54460 2.81651 0.60495
H -1.02677 2.00714 2.15410
H 1.15664 1.17275 -1.39346
H 1.30026 2.70815 -0.50849
H -0.15920 2.33185 -1.43510
H 1.62268 0.04619 0.61061
H 0.66341 0.19863 2.08178
H 1.74409 1.52995 1.57399
H 0.43448 -4.46276 -0.87654
H 1.52636 -3.05207 -1.18488
H 0.18334 -3.32744 -2.23211
```

***

No. 6
DFT (ωB97M-V/def2-TZVPD) results for C5H13NOS in the gas phase.

Results
2S+1 ... 1
Charge ... 0
Energy ... -19767.5762 eV
Orbital gap ... 9.381 eV

```
21
C5H13NOS (ωB97M-V/def2-TZVPD)
C -0.51796 2.63480 2.43778
S 0.96819 1.66144 2.38335
C 0.91084 0.99984 0.66645
C 0.14483 -0.33094 0.45830
C 0.12404 -0.80904 -1.02392
N 1.41830 -1.32125 -1.40151
C -1.00718 -1.94909 -1.06727
O -1.59382 -2.01354 -2.36294
H -0.05402 3.56155 2.77518
H -1.33736 2.25658 3.02633
H -0.95268 2.91341 1.48549
H 1.95680 0.85687 0.41735
H 0.50677 1.69604 -0.06251
H 0.62292 -1.03852 1.12367
H -0.92020 -0.25488 0.72712
H -0.39109 0.03915 -1.67627
H 1.32406 -1.86470 -2.25829
H 2.21929 -0.70137 -1.37092
H -0.64740 -2.95797 -0.83266
H -1.81165 -1.62783 -0.40558
H -0.96270 -1.75053 -3.03915
```

***

No. 7
DFT (ωB97M-V/def2-TZVPD) results for a 2-piece molecular cluster, C5H13NOS overall.

Results
2S+1 ... 1
Charge ... 0
Energy ... -19766.3342 eV
Orbital gap ... 8.475 eV

```
21
C5H13NOS (ωB97M-V/def2-TZVPD)
N 1.95272 -1.03023 1.25645
C 2.19313 -0.97073 -0.19881
C 2.72642 0.35757 -0.61862
O 3.35084 1.12042 0.11802
H 1.37192 -1.84626 1.41928
H 2.80637 -1.12545 1.76943
H 1.30596 -1.12205 -0.80602
H 2.96257 -1.77745 -0.38325
H 2.56068 0.58484 -1.71510
C -2.43208 -0.33799 -1.04787
C -2.56424 0.95303 -0.29215
C -1.23807 1.41056 0.30648
S -0.73632 0.00475 1.96753
H -1.69936 -0.29340 -1.85629
H -3.38416 -0.62436 -1.45904
H -2.06228 -1.09061 -0.34128
H -3.03726 1.70066 -0.95953
H -3.21749 0.84824 0.55119
H -1.20182 2.31268 0.89929
H -0.32132 1.30173 -0.22406
H 0.66378 -0.37595 1.61433
```

***

No. 8
DFT (ωB97M-V/def2-TZVPD) results for an isolated ion of composition C5H13NP and charge +1.

Results
2S+1 ... 1
Charge ... +1
Energy ... -16166.5132 eV
Orbital gap ... 10.527 eV

```
20
C5H13NP (ωB97M-V/def2-TZVPD)
C 2.81603 0.24714 0.69413
C 1.40182 -0.29516 0.37266
C 0.26585 0.07104 1.24232
N -0.97957 -0.34815 0.62970
C -1.02166 0.13572 -0.87158
C -2.03618 -0.78788 -1.47688
P 0.76875 0.04525 -1.38450
H 2.90313 -0.00776 1.70953
H 3.43820 -0.44589 0.12939
H 3.01476 1.29039 0.61129
H 1.44826 -1.37601 0.52214
H 0.11818 1.28872 1.38712
H 0.50084 -0.30662 2.27783
H -1.82339 -0.36683 1.11728
H -0.82333 -1.41606 0.44645
H -1.39294 1.21847 -0.85068
H -2.98589 -0.63275 -1.13186
H -2.07992 -0.71381 -2.48589
H -1.61725 -1.79374 -1.43166
H 0.54518 -1.24638 -1.78905
```

***

Computed largest force on an atom, in the same sequence as the records: 2.32; 5.48; 1.42; 1.11; 3.89; 2.26; 3.24; 6.07 eV/Å.
Computed molecular weight, in the same sequence as the records: 119.2; 119.2; 151.2; 135.2; 215.3; 135.2; 135.2; 118.1 g mol⁻¹.